# 1
C36H37GeINO5PY as an isolated structure at a distorted geometry. Source: OMol25; level of theory: wB97M-V/def2-TZVPD.

As for the calculated total energy: -4579.326949 hartree. The calculation puts the gap between HOMO and LUMO at 8.1945 eV. For the highest occupied orbital energy, the calculation gives -0.388 hartree. The total charge is +1.

```
83
Properties=species:S:1:pos:R:3:forces:R:3:mulliken_charge:R:1
Y 17.184 8.733 10.910 -0.072 -0.423 0.584 1.446
C 21.736 6.504 9.662 -1.816 1.383 -0.331 -0.155
C 21.607 7.710 10.384 1.313 -0.513 0.018 -0.821
C 20.360 8.199 10.564 -1.578 0.951 0.793 -0.032
N 19.201 7.623 10.142 1.010 0.460 -0.230 -0.065
C 19.323 6.547 9.381 0.152 -1.467 0.143 -0.073
C 20.583 5.966 9.109 -0.040 -0.285 0.184 -0.759
H 22.621 6.029 9.364 1.437 -0.322 0.239 0.448
H 22.420 8.288 10.862 -0.316 -0.730 -0.581 0.349
H 20.220 9.108 11.162 0.118 -0.366 -0.235 0.345
H 18.383 6.033 9.128 0.556 0.382 -0.262 0.442
H 20.743 5.043 8.530 -0.735 0.560 0.199 0.352
I 17.783 8.646 19.870 0.003 -0.065 0.379 0.143
C 17.767 8.775 17.816 0.018 -0.110 -1.240 -0.030
C 17.021 9.805 17.193 0.159 -0.083 0.957 -0.518
C 17.056 9.889 15.815 -1.117 0.332 -1.052 -0.340
C 17.743 8.946 15.064 0.182 -0.149 -0.163 0.449
C 18.472 7.915 15.669 -0.002 0.383 -0.477 -0.423
C 18.487 7.824 17.042 -0.931 1.426 0.230 -0.495
C 17.556 8.960 13.592 1.570 -1.503 -0.150 0.906
O 16.457 9.278 13.095 -0.815 0.757 -0.801 -0.635
O 18.489 8.492 12.821 -0.637 0.582 0.371 -0.640
H 16.398 10.508 17.798 0.779 -0.692 -0.565 0.325
H 16.439 10.614 15.211 0.703 -0.641 1.074 0.264
H 19.027 7.179 15.080 -0.315 0.350 0.059 0.397
H 19.048 7.026 17.454 0.328 -0.494 0.805 0.424
C 15.321 11.915 8.998 0.564 0.198 -0.169 -0.932
P 17.051 11.527 8.717 0.078 -0.131 -0.176 1.063
C 17.988 13.030 8.733 0.664 1.920 -0.125 -1.162
C 17.316 10.784 7.103 -0.229 -0.196 1.143 -1.091
O 17.512 10.597 9.823 0.272 -0.220 0.573 -0.827
H 14.981 12.663 8.271 -0.177 -0.270 0.214 0.493
H 15.226 12.287 10.024 -0.005 0.058 -0.216 0.321
H 14.778 10.974 8.938 -0.268 0.014 -0.186 0.083
H 17.799 13.620 7.786 -0.133 -0.487 1.092 0.387
H 19.093 12.919 8.747 -0.697 -0.497 0.049 0.352
H 17.743 13.648 9.641 0.024 -0.520 -0.965 0.334
H 16.860 11.421 6.374 -0.152 0.196 -0.715 0.469
H 16.884 9.789 7.130 -0.247 -0.110 -0.157 0.189
H 18.382 10.681 6.966 0.331 0.129 -0.218 0.368
O 16.240 8.117 8.936 -1.322 -0.775 -0.462 -0.659
C 15.524 7.162 9.487 0.177 1.762 -1.909 1.020
O 15.861 6.840 10.616 0.552 -1.030 2.895 -0.704
C 14.356 6.491 8.802 0.764 1.014 -1.736 -0.523
C 13.444 5.692 9.717 0.740 -0.909 0.936 -1.261
Ge 11.985 6.791 10.313 0.555 0.870 1.075 1.657
C 12.686 8.519 10.942 -0.078 2.347 -1.800 0.255
C 12.389 9.705 10.152 0.618 -0.657 1.792 -0.068
C 12.496 10.978 10.725 0.272 -1.238 -0.445 -1.472
C 12.957 11.104 12.012 0.006 1.667 2.180 -0.410
C 13.392 10.020 12.778 -1.319 -0.335 -2.417 -1.057
C 13.242 8.754 12.178 0.819 -0.874 1.770 -0.105
C 10.851 7.347 8.877 -0.309 -2.125 -1.348 0.405
C 9.905 8.314 9.054 -0.143 2.195 1.820 0.099
C 8.915 8.579 8.124 0.672 -0.171 -0.685 -0.963
C 8.939 7.859 6.937 -1.773 0.378 -0.039 -0.463
C 9.785 6.812 6.737 0.804 -1.207 -0.442 -0.560
C 10.722 6.552 7.727 1.668 -1.657 -0.374 -0.900
C 11.040 6.226 11.911 -0.024 -0.546 -0.245 0.314
C 11.681 5.784 13.079 -0.416 0.697 -0.020 -0.226
C 10.923 5.593 14.234 0.367 -0.800 -0.922 -1.065
C 9.559 5.681 14.104 -2.016 0.549 1.006 -0.355
C 8.872 6.130 12.968 0.526 -0.560 0.454 -0.738
C 9.647 6.382 11.862 0.315 0.479 -0.321 -0.261
H 14.916 5.883 8.000 -1.170 0.655 0.889 0.443
H 13.777 7.341 8.268 1.004 -1.423 0.517 0.117
H 13.942 5.253 10.636 -0.219 0.684 -1.135 0.398
H 13.047 4.834 9.199 -0.189 -0.328 -0.318 0.593
H 12.014 9.582 9.164 -0.190 0.072 -0.596 0.901
H 12.222 11.885 10.232 -0.294 0.228 -0.613 0.589
H 12.852 12.133 12.492 0.469 -1.439 -0.607 0.253
H 13.622 10.114 13.800 0.634 0.115 0.950 0.675
H 13.554 7.870 12.780 -0.354 0.716 -0.328 0.143
H 10.079 8.940 9.974 -0.984 -0.545 -0.991 0.496
H 8.167 9.342 8.203 -0.101 0.342 0.476 0.438
H 8.142 8.044 6.226 0.131 0.115 -0.155 0.345
H 9.702 6.146 5.846 0.141 0.758 0.792 0.364
H 11.420 5.653 7.559 -1.050 1.433 0.378 0.050
H 12.757 5.685 13.154 0.048 -0.073 -0.261 0.446
H 11.398 5.225 15.139 -0.196 0.224 -0.021 0.403
H 8.895 5.496 14.947 0.431 -0.160 0.181 0.327
H 7.778 6.227 12.985 0.625 -0.024 -0.082 0.388
H 9.217 6.786 10.951 -0.173 -0.227 0.070 0.320
```
Forces are in eV/Å.

---

# 2
One molecule with the formula C17H22N2O3. Source: OMol25; level of theory: wB97M-V/def2-TZVPD.

As for the calculated total energy: -996.220477 hartree. The calculation puts the gap between HOMO and LUMO at 8.5045 eV. For the highest occupied orbital energy, the calculation gives -0.294 hartree. The SMILES is COc1ccc2c(C(=O)CN3C[C@@H](C)O[C@@H](C)C3)c[nH]c2c1.

```
44
Properties=species:S:1:pos:R:3:forces:R:3:mulliken_charge:R:1
C -6.667 -0.846 -0.955 -0.122 -0.150 0.066 -0.820
H -7.537 -0.748 -1.602 0.037 -0.049 0.071 0.238
O -5.774 0.161 -1.361 0.241 0.201 -0.041 -0.433
C -4.581 0.274 -0.712 0.106 -0.044 0.113 0.808
C -4.174 -0.540 0.332 -0.360 -0.105 -0.128 -0.515
C -2.923 -0.283 0.881 0.094 0.621 -0.527 -0.789
N -2.274 -0.918 1.907 -0.082 -0.308 0.239 0.027
C -1.064 -0.335 2.108 0.399 0.336 -0.027 -0.771
C -0.885 0.701 1.217 -0.413 -0.144 0.012 0.058
C -2.083 0.748 0.419 -0.133 -0.403 0.293 0.300
C -2.514 1.553 -0.635 -0.176 -0.018 -0.095 -0.369
C -3.748 1.308 -1.182 -0.096 0.007 -0.076 -0.820
H -4.123 1.906 -1.998 -0.033 0.083 -0.102 0.438
H -1.884 2.348 -0.999 0.026 0.066 -0.041 0.586
C 0.251 1.599 1.067 0.311 -0.120 0.370 1.218
O 0.235 2.545 0.301 -0.045 -0.030 0.010 -0.661
C 1.525 1.264 1.843 0.191 0.156 -0.137 -1.206
N 2.489 0.530 1.031 -0.122 0.059 0.096 0.088
C 3.003 1.291 -0.095 0.333 -0.247 -0.147 -0.835
H 3.369 2.252 0.270 -0.016 0.038 -0.054 0.426
C 4.156 0.509 -0.733 0.096 0.539 0.020 0.472
C 4.714 1.225 -1.954 -0.171 -0.326 0.331 -1.618
H 3.929 1.356 -2.692 -0.081 0.053 -0.112 0.384
H 5.509 0.631 -2.395 0.101 -0.014 -0.058 0.392
H 5.106 2.198 -1.670 0.062 0.125 -0.003 0.403
O 3.718 -0.772 -1.145 -0.035 -0.034 -0.173 -0.418
C 3.190 -1.515 -0.067 -0.367 -0.351 0.297 0.372
C 2.763 -2.875 -0.601 0.199 0.452 0.070 -1.627
H 3.610 -3.362 -1.074 0.064 -0.101 -0.035 0.391
H 1.980 -2.747 -1.344 -0.116 -0.025 -0.087 0.393
H 2.394 -3.499 0.208 -0.047 -0.105 0.075 0.398
C 2.017 -0.764 0.575 0.447 -0.170 -0.158 -0.608
H 1.649 -1.330 1.433 -0.031 -0.047 -0.024 0.332
H 1.206 -0.677 -0.168 0.011 -0.070 0.031 0.291
H 3.976 -1.637 0.700 -0.126 0.030 -0.091 0.310
H 4.946 0.382 0.029 -0.118 0.026 -0.096 0.279
H 2.230 1.477 -0.858 0.071 0.041 0.008 0.294
H 1.316 0.672 2.734 -0.039 0.039 0.039 0.472
H 2.004 2.201 2.139 -0.146 -0.028 0.051 0.482
H -0.419 -0.695 2.886 0.112 -0.052 0.100 0.405
H -2.641 -1.691 2.437 0.079 0.108 -0.054 0.187
H -4.784 -1.341 0.718 -0.121 -0.065 -0.016 0.405
H -6.233 -1.844 -1.083 -0.007 0.036 0.018 0.321
H -6.976 -0.714 0.087 0.024 -0.011 -0.031 0.322
```
Forces are in eV/Å.

---

# 3
C29H81B3KNO11Pb as an isolated structure at a distorted geometry. Source: OMol25; level of theory: wB97M-V/def2-TZVPD.

As for the calculated total energy: -2902.329393 hartree. The calculation puts the gap between HOMO and LUMO at 4.5590 eV. For the highest occupied orbital energy, the calculation gives -0.304 hartree.

```
127
Properties=species:S:1:pos:R:3:forces:R:3:mulliken_charge:R:1
Pb -3.732 -0.814 4.118 0.405 -1.433 -0.226 1.466
K 2.996 -3.156 4.031 -0.329 0.264 0.162 0.944
B -5.939 -4.365 3.955 1.237 0.840 0.007 -0.052
H -6.623 -5.199 3.922 -2.802 -3.182 -0.229 -0.120
H -6.513 -3.459 3.841 -2.725 4.064 -0.588 -0.250
H -5.458 -4.379 4.920 2.005 -0.116 4.108 -0.155
H -5.181 -4.426 3.189 2.975 -0.408 -3.224 -0.177
B -0.972 -1.216 0.918 -0.330 0.443 0.780 0.037
H -1.474 -2.118 1.232 -2.069 -4.037 1.566 -0.185
H -0.375 -1.501 0.066 2.249 -1.102 -3.473 -0.201
H -1.748 -0.526 0.625 -2.968 3.179 -1.218 -0.243
H -0.311 -0.845 1.687 2.608 1.687 3.232 -0.240
B -0.552 -1.741 6.953 -0.495 0.032 0.140 0.167
H 0.473 -1.808 7.281 4.186 -0.313 1.088 -0.240
H -0.809 -0.696 6.881 -1.188 4.501 -0.196 -0.240
H -0.687 -2.210 5.990 -0.414 -2.166 -4.495 -0.334
H -1.228 -2.264 7.612 -2.557 -1.885 2.690 -0.167
C -7.486 1.997 2.114 0.715 -0.519 0.186 -0.826
O -7.376 1.317 3.404 -0.893 1.488 -0.754 -0.260
C -8.486 1.681 4.256 1.135 0.359 -0.162 -0.527
C -8.477 0.830 5.501 0.245 -0.434 -0.307 -0.536
O -7.163 0.691 6.108 -1.381 0.960 -1.913 -0.238
C -7.265 -0.153 7.166 1.142 -1.747 2.904 -0.875
H -8.102 1.402 1.440 -0.167 0.125 0.042 0.326
H -6.504 2.121 1.658 0.314 -0.720 0.209 0.256
H -7.782 3.046 2.102 -0.736 -0.035 0.809 0.317
H -9.437 1.659 3.723 -0.190 -0.803 -0.065 0.385
H -8.462 2.730 4.552 0.755 0.344 -0.010 0.308
H -8.842 -0.169 5.263 0.046 -0.177 0.015 0.369
H -9.190 1.291 6.185 0.048 -0.025 0.383 0.334
H -7.745 -1.127 7.077 -0.604 0.080 -0.971 0.360
H -7.653 0.262 8.096 -0.575 0.648 -0.105 0.329
H -6.281 -0.476 7.507 0.544 0.277 -0.335 0.270
C 3.434 -9.070 -5.821 -1.045 0.386 -0.552 -0.577
O 2.721 -8.875 -7.066 1.836 -0.176 0.130 -0.415
C 1.357 -9.067 -7.064 -1.157 -0.183 0.640 -0.529
C 0.556 -8.070 -6.213 0.886 0.243 -0.192 -0.472
O 0.451 -8.443 -4.842 0.147 -1.057 -0.747 -0.303
C -0.303 -7.573 -4.044 0.784 0.361 0.408 -0.735
H 4.315 -9.704 -5.922 -0.108 -0.047 -0.461 0.247
H 2.746 -9.525 -5.109 0.198 0.169 0.290 0.277
H 3.752 -8.072 -5.521 0.026 -0.133 0.480 0.220
H 1.086 -10.078 -6.759 -0.034 -0.339 0.078 0.334
H 1.051 -8.941 -8.102 -0.076 0.029 -0.011 0.347
H -0.384 -7.875 -6.730 -0.514 -0.171 0.427 0.448
H 1.147 -7.158 -6.301 -0.074 0.523 0.187 0.316
H 0.165 -6.592 -4.119 -0.773 0.632 -0.459 0.327
H -0.131 -7.772 -2.987 -0.065 -0.743 -0.039 0.246
H -1.371 -7.664 -4.244 -0.033 0.510 -0.176 0.268
C 8.569 -3.652 4.681 -1.639 1.280 0.925 -0.774
O 7.660 -2.484 4.719 0.361 -1.830 -0.027 -0.257
C 8.317 -1.264 4.931 -0.097 0.154 -1.908 -0.543
C 7.432 -0.149 4.335 -0.552 -0.626 2.175 -0.478
O 6.249 -0.102 5.162 -0.163 0.661 0.249 -0.282
C 5.458 1.073 4.963 -0.181 -0.469 -0.768 -0.775
H 7.921 -4.526 4.754 0.010 0.041 -0.319 0.235
H 9.126 -3.637 5.618 0.573 -0.031 -0.271 0.322
H 9.165 -3.676 3.768 0.143 0.145 0.161 0.300
H 9.214 -1.294 4.314 0.452 0.303 -0.047 0.380
H 8.639 -1.096 5.959 -0.405 0.104 0.229 0.328
H 7.083 -0.369 3.326 0.583 0.091 -0.254 0.303
H 8.000 0.773 4.455 -0.108 0.309 -0.458 0.371
H 4.499 1.038 5.479 0.342 -0.429 0.606 0.285
H 5.140 1.109 3.921 0.258 0.286 -0.418 0.303
H 5.958 2.005 5.224 0.264 -0.065 0.059 0.286
C -3.097 4.181 -6.021 -0.098 1.023 0.977 -0.753
O -3.485 2.869 -6.038 0.136 -2.486 0.358 -0.245
C -2.739 1.936 -5.187 -1.379 0.549 -0.779 -0.487
C -3.380 0.518 -5.353 0.243 0.970 -1.497 -0.554
O -3.219 0.145 -6.758 -0.519 -0.707 0.441 -0.333
C -4.371 -0.449 -7.425 0.267 1.377 0.739 -0.750
H -3.900 4.736 -6.506 0.335 0.144 -0.324 0.239
H -2.107 4.413 -6.416 0.111 -0.242 -0.600 0.293
H -3.057 4.560 -5.000 -0.066 0.167 0.469 0.297
H -2.811 2.282 -4.156 -0.252 -0.100 0.308 0.368
H -1.681 2.025 -5.433 0.112 -0.580 -0.334 0.328
H -4.442 0.504 -5.111 -0.150 0.553 -0.021 0.322
H -2.945 -0.181 -4.639 0.518 -0.218 -0.310 0.383
H -4.628 -1.449 -7.076 0.277 -0.095 -0.038 0.296
H -4.247 -0.392 -8.506 0.713 -0.413 0.122 0.271
H -5.237 0.201 -7.298 -0.235 0.053 0.502 0.325
C -6.416 7.285 5.189 0.802 -0.422 -0.618 -0.783
O -5.248 6.497 4.936 0.200 -0.288 -0.645 -0.271
C -4.623 5.901 6.058 0.374 -0.169 -0.190 -0.219
C -3.207 5.313 5.772 -0.234 0.062 -1.403 -0.674
O -3.230 4.478 4.587 -0.279 -0.011 1.068 -0.254
C -2.806 5.068 3.383 -0.288 0.016 -0.106 -0.685
H -6.099 8.280 5.502 -0.264 0.084 0.326 0.308
H -7.132 6.823 5.870 0.197 -0.058 0.327 0.312
H -6.913 7.363 4.222 0.022 0.133 0.028 0.239
H -5.211 5.034 6.357 -0.350 0.154 0.502 0.221
H -4.558 6.698 6.799 0.119 -0.396 0.705 0.363
H -2.831 4.659 6.559 -0.645 0.004 0.344 0.317
H -2.431 6.075 5.707 -0.089 0.347 -0.434 0.345
H -1.720 5.014 3.305 0.154 0.430 -0.024 0.274
H -3.224 6.069 3.274 0.338 0.194 0.016 0.280
H -3.209 4.484 2.555 -0.072 -0.175 0.084 0.225
C 6.147 3.144 -2.421 0.959 -0.069 1.409 -1.674
C 4.854 3.003 -3.154 -0.520 -0.198 -1.218 1.549
C 5.052 3.456 -4.662 -0.675 -0.871 0.679 -1.220
C 5.926 2.482 -5.429 -0.591 0.044 0.488 -0.572
C 5.192 1.132 -5.398 1.302 -0.543 0.585 -1.308
C 4.911 0.515 -3.980 -1.108 -0.882 -0.713 1.602
N 4.357 1.566 -3.127 -0.527 1.390 -0.553 0.314
O 4.113 1.124 -1.787 0.570 0.113 -0.539 -0.484
C 3.777 -0.553 -4.200 0.342 1.064 0.586 -2.009
C 6.120 -0.232 -3.376 0.538 1.059 -0.746 -1.729
C 3.765 3.896 -2.557 -0.878 -0.375 0.373 -1.967
H 6.617 4.123 -2.515 0.044 0.024 -0.489 0.374
H 6.852 2.341 -2.637 0.121 0.229 -0.435 0.342
H 6.023 3.053 -1.342 -0.428 -0.128 0.165 0.384
H 4.087 3.397 -5.164 -0.352 0.118 0.175 0.364
H 5.332 4.508 -4.718 0.379 -0.064 0.272 0.485
H 6.919 2.417 -4.984 0.118 -0.101 -0.083 0.310
H 6.022 2.821 -6.461 0.169 -0.096 -0.057 0.385
H 5.865 0.410 -5.860 -0.155 -0.262 -0.302 0.389
H 4.288 1.174 -6.006 -0.122 0.082 0.218 0.420
H 4.054 -1.334 -4.908 0.116 0.081 0.046 0.403
H 3.573 -0.992 -3.223 -0.134 -0.311 -0.095 0.479
H 2.885 -0.026 -4.539 -0.098 -0.156 -0.085 0.470
H 6.949 0.371 -3.746 0.648 -0.083 0.696 0.407
H 6.074 -0.286 -2.288 0.040 0.192 -0.124 0.272
H 6.323 -1.228 -3.770 -0.516 -0.063 -0.147 0.436
H 3.935 4.973 -2.551 0.641 -0.072 -0.115 0.384
H 3.520 3.600 -1.537 0.289 -0.005 0.139 0.390
H 2.819 3.775 -3.086 0.050 -0.190 -0.333 0.427
H 3.218 0.784 -1.862 -0.243 0.057 0.226 0.374
```
Forces are in eV/Å.

---

Among the records above, which one has the lowest gap between HOMO and LUMO?
C29H81B3KNO11Pb

---

Which value of gap between HOMO and LUMO does entry 3 give?
4.5590 eV

---

Which of these has the lowest gap between HOMO and LUMO?
C29H81B3KNO11Pb